Below is a molecular structure, C18H26N5O4SeTl, with properties calculated with ωB97M-V/def2-TZVPD.

Structure (XYZ):
```
55
C18H26N5O4SeTl, DFT ωB97M-V/def2-TZVPD
Tl 0.686 0.516 -0.513
C 0.049 3.070 -3.085
O -0.289 2.779 -1.742
C -0.146 3.899 -0.884
C -0.758 3.557 0.476
O -0.118 2.484 1.141
C 0.809 2.774 2.173
C 2.265 2.539 1.773
O 2.452 1.171 1.451
C 3.826 0.835 1.344
H -0.560 3.897 -3.463
H -0.166 2.174 -3.661
H 1.107 3.336 -3.183
H -0.700 4.749 -1.302
H 0.914 4.174 -0.797
H -1.789 3.229 0.304
H -0.762 4.450 1.105
H 0.566 2.091 2.995
H 0.695 3.805 2.515
H 2.902 2.796 2.629
H 2.549 3.171 0.921
H 4.293 0.856 2.334
H 4.356 1.534 0.692
H 3.885 -0.166 0.922
Se 4.470 0.729 -4.117
C 3.530 0.921 -2.652
N 2.966 1.093 -1.648
N -2.236 -3.618 -5.097
C -1.621 -2.943 -4.123
C -0.506 -2.118 -4.388
C 0.058 -1.403 -3.360
N -0.380 -1.493 -2.110
C -1.420 -2.269 -1.830
C -2.066 -3.016 -2.786
H -1.916 -3.567 -6.049
H -3.019 -4.213 -4.893
H -0.093 -2.056 -5.382
H 0.908 -0.753 -3.524
H -1.729 -2.316 -0.795
H -2.893 -3.653 -2.511
N -1.546 -3.876 5.363
C -2.167 -3.521 4.232
O -3.114 -4.099 3.754
C -1.571 -2.340 3.477
C -2.413 -1.633 2.624
C -1.853 -0.690 1.775
N -0.554 -0.463 1.752
C 0.251 -1.083 2.591
C -0.215 -2.039 3.487
H -1.920 -4.666 5.872
H -0.872 -3.295 5.832
H -3.474 -1.841 2.610
H -2.458 -0.129 1.079
H 1.297 -0.823 2.540
H 0.490 -2.546 4.127
```

- LUMO energy (spin up / spin down): -8.92 / -9.28 eV
- Net charge: +2

Results of the Mulliken charge analysis, in e, for atoms 1 through 6: 1.41, -0.82, -0.18, -0.51, -0.69, -0.13



Below is 6 unconnected molecules or ions with the total composition C12H24BrO21P2S5, with properties calculated with ωB97M-V/def2-TZVPD.

Structure (XYZ):
```
65
C12H24BrO21P2S5, DFT ωB97M-V/def2-TZVPD
C -1.197 -0.257 1.473
C -0.958 -1.255 2.119
P -0.094 -2.646 2.925
Br 1.237 -3.708 1.445
P 1.212 -1.824 4.534
O 1.380 -0.358 4.236
H -1.417 0.676 0.871
H -1.089 -3.542 3.459
H 2.470 -2.491 4.603
H 0.580 -2.019 5.814
C -1.647 2.523 -3.298
C -2.092 1.084 -3.472
O -2.412 0.637 -2.149
S -2.983 1.882 -1.296
O -4.403 1.829 -1.317
O -2.235 1.976 -0.081
O -2.508 3.059 -2.287
H -0.618 2.578 -2.934
H -1.736 3.097 -4.219
H -1.317 0.459 -3.913
H -2.999 1.019 -4.079
C 4.674 -0.369 3.675
C 5.788 0.579 3.279
O 6.953 -0.246 3.168
S 6.514 -1.717 2.664
O 6.711 -1.789 1.256
O 7.047 -2.679 3.565
O 4.925 -1.572 2.942
H 4.718 -0.604 4.742
H 3.689 0.027 3.431
H 5.943 1.368 4.012
H 5.596 1.026 2.300
C -2.805 -6.752 0.342
C -1.538 -5.918 0.364
O -1.982 -4.584 0.635
S -3.293 -4.646 1.580
O -2.873 -4.447 2.934
O -4.319 -3.878 0.975
O -3.627 -6.209 1.382
H -3.337 -6.641 -0.606
H -2.608 -7.807 0.524
H -0.995 -5.959 -0.579
H -0.876 -6.227 1.177
C -6.978 4.913 -1.479
C -6.842 3.821 -2.524
O -8.093 3.813 -3.213
S -8.690 5.317 -3.246
O -8.357 5.904 -4.498
O -10.018 5.284 -2.740
O -7.720 5.953 -2.118
H -7.552 4.565 -0.616
H -6.011 5.286 -1.143
H -6.640 2.847 -2.083
H -6.059 4.063 -3.248
C 6.967 0.611 -2.498
C 7.566 1.630 -1.548
O 6.497 2.539 -1.263
S 5.098 1.735 -1.292
O 4.749 1.393 0.047
O 4.206 2.413 -2.168
O 5.633 0.400 -2.026
H 6.911 1.004 -3.516
H 7.522 -0.326 -2.501
H 8.413 2.157 -1.983
H 7.872 1.163 -0.608
```

- LUMO energy: -5.34 eV
- Net charge: +1

Results of the Mulliken charge analysis, in e, for atoms 1 through 6: 0.42, -0.76, 0.50, -0.02, 0.29, -0.51



Below is a single C20H18N2O2S molecule, with properties calculated with ωB97M-V/def2-TZVPD.

Structure (XYZ):
```
43
C20H18N2O2S, DFT ωB97M-V/def2-TZVPD
C 2.185 3.498 4.342
C 2.202 2.200 3.537
C 2.140 0.957 4.167
C 2.243 -0.177 3.365
C 2.172 -1.541 3.987
C 2.347 -0.073 1.951
S 2.542 -1.436 0.859
C 1.151 -1.328 -0.267
C 1.116 -0.434 -1.309
O 2.054 0.572 -1.406
C -0.036 -0.407 -2.290
C -1.353 -0.829 -1.617
C -2.457 -0.759 -2.664
C -2.387 -1.552 -3.814
C -3.340 -1.353 -4.849
C -4.404 -0.456 -4.705
C -4.465 0.344 -3.560
C -3.494 0.195 -2.568
C -1.169 -2.217 -1.030
C 0.081 -2.303 -0.174
O 0.124 -3.140 0.722
N 2.309 1.113 1.353
C 2.203 2.222 2.101
C 2.181 3.478 1.385
N 2.055 4.472 0.765
H 3.096 4.044 4.180
H 2.146 3.244 5.440
H 1.332 4.135 4.105
H 1.962 0.927 5.222
H 2.335 -1.460 5.064
H 1.161 -1.962 3.804
H 2.915 -2.247 3.580
H 2.432 0.730 -0.531
H 0.171 -1.018 -3.148
H -0.162 0.636 -2.626
H -1.571 -0.169 -0.771
H -1.627 -2.290 -3.939
H -3.212 -1.848 -5.785
H -5.136 -0.293 -5.488
H -5.227 1.138 -3.473
H -3.525 0.789 -1.680
H -1.041 -2.964 -1.805
H -2.050 -2.440 -0.434
```

- LUMO energy: -0.22 eV
- SMILES: Cc1cc(C)c(SC2=C(O)C[C@@H](c3ccccc3)CC2=O)nc1C#N

Results of the Mulliken charge analysis, in e, for atoms 1 through 6: -1.41, 0.96, -0.82, 0.98, -1.54, 0.38



Below is a molecular structure, C39H58N7O6PTl, with properties calculated with ωB97M-V/def2-TZVPD.

Structure (XYZ):
```
112
C39H58N7O6PTl, DFT ωB97M-V/def2-TZVPD
Tl 0.227 0.996 -0.986
C 0.444 3.102 1.946
C 1.904 3.074 1.549
O 2.144 1.864 0.856
C 3.406 1.777 0.208
C 3.587 2.830 -0.877
O 2.379 2.919 -1.601
C 2.274 4.040 -2.447
C 0.828 4.144 -2.910
O -0.110 3.921 -1.876
C -0.057 4.847 -0.809
C -0.902 4.304 0.322
O -0.436 3.066 0.833
H 0.251 3.986 2.562
H 0.220 2.211 2.535
H 2.526 3.124 2.453
H 2.145 3.937 0.923
H 3.419 0.786 -0.240
H 4.221 1.862 0.935
H 4.420 2.529 -1.525
H 3.836 3.814 -0.458
H 2.922 3.944 -3.327
H 2.591 4.943 -1.908
H 0.622 3.375 -3.655
H 0.673 5.124 -3.380
H -0.458 5.820 -1.124
H 0.972 5.000 -0.473
H -1.911 4.118 -0.051
H -0.965 5.049 1.123
C -11.112 -7.085 0.192
O -10.371 -6.328 1.140
C -9.090 -6.037 0.862
C -8.405 -5.312 1.851
C -7.096 -4.957 1.673
C -6.417 -5.323 0.487
C -7.113 -6.053 -0.493
C -8.432 -6.409 -0.316
N -5.128 -4.981 0.207
N -4.449 -4.443 1.171
C -3.631 -3.447 1.010
C -2.861 -3.117 2.198
C -2.017 -2.081 2.265
C -1.803 -1.213 1.112
O -1.007 -0.288 1.144
C -2.587 -1.524 -0.132
N -2.372 -0.703 -1.160
C -2.985 -0.947 -2.306
C -3.832 -2.036 -2.488
C -4.068 -2.881 -1.425
C -3.446 -2.629 -0.197
H -12.101 -7.212 0.621
H -10.656 -8.064 0.032
H -11.192 -6.552 -0.757
H -8.942 -5.049 2.753
H -6.567 -4.404 2.437
H -6.581 -6.337 -1.392
H -8.942 -6.971 -1.083
H -3.017 -3.771 3.047
H -1.451 -1.851 3.157
H -2.796 -0.250 -3.116
H -4.300 -2.207 -3.448
H -4.723 -3.732 -1.529
N 2.207 -0.706 -1.618
P 2.322 -1.949 -2.601
N 2.202 -1.529 -4.206
C 1.009 -1.814 -5.002
C 0.013 -0.661 -4.942
C 0.669 0.632 -5.417
C 1.953 0.904 -4.641
C 2.880 -0.304 -4.654
N 3.790 -2.688 -2.408
C 4.948 -2.482 -3.273
C 5.936 -1.492 -2.666
C 6.346 -1.939 -1.265
C 5.118 -2.175 -0.388
C 4.156 -3.144 -1.063
N 1.221 -3.154 -2.346
C 1.342 -4.469 -2.974
C 1.402 -5.571 -1.925
C 0.197 -5.484 -0.994
C 0.093 -4.093 -0.377
C 0.074 -3.019 -1.457
H 0.553 -2.738 -4.658
H 1.329 -1.973 -6.038
H -0.324 -0.551 -3.903
H -0.864 -0.896 -5.549
H -0.024 1.471 -5.319
H 0.901 0.541 -6.484
H 1.730 1.134 -3.594
H 2.479 1.766 -5.060
H 3.739 -0.113 -4.012
H 3.257 -0.484 -5.668
H 4.609 -2.174 -4.260
H 5.440 -3.454 -3.397
H 5.465 -0.504 -2.611
H 6.811 -1.402 -3.314
H 7.007 -1.202 -0.807
H 6.918 -2.871 -1.340
H 4.588 -1.233 -0.220
H 5.411 -2.568 0.588
H 3.248 -3.267 -0.473
H 4.627 -4.131 -1.161
H 2.229 -4.480 -3.608
H 0.470 -4.640 -3.622
H 2.326 -5.464 -1.350
H 1.439 -6.543 -2.421
H 0.258 -6.245 -0.214
H -0.716 -5.692 -1.565
H 0.946 -3.913 0.285
H -0.809 -4.013 0.236
H 0.100 -2.023 -1.016
H -0.851 -3.104 -2.045
```

- LUMO energy (spin up / spin down): -3.73 / -2.95 eV
- Net charge: +1

Results of the Mulliken charge analysis, in e, for atoms 1 through 6: 1.07, -0.96, -0.07, -0.21, -0.04, -0.92



Below is a molecular structure, C56H59BrCsN4OP2S2Sb, with properties calculated with ωB97M-V/def2-TZVPD.

Structure (XYZ):
```
127
C56H59BrCsN4OP2S2Sb, DFT ωB97M-V/def2-TZVPD
Cs 0.719 1.961 0.768
Br 8.526 3.039 2.024
C 6.619 3.163 1.944
C 5.940 3.960 2.866
C 4.571 4.058 2.818
C 3.792 3.329 1.863
O 2.524 3.306 1.880
C 4.540 2.587 0.885
C 3.778 2.034 -0.245
N 3.939 0.970 -0.916
C 4.787 -0.090 -0.724
C 6.067 -0.167 -1.223
C 6.815 -1.358 -1.117
C 6.296 -2.480 -0.540
C 4.963 -2.456 -0.053
C 4.325 -3.590 0.502
C 3.022 -3.507 0.893
C 2.348 -2.273 0.745
N 2.910 -1.195 0.269
C 4.205 -1.271 -0.139
C 5.929 2.495 0.956
H 6.501 4.504 3.618
H 4.034 4.666 3.537
H 2.920 2.636 -0.557
H 6.494 0.700 -1.710
H 7.826 -1.372 -1.507
H 6.873 -3.394 -0.462
H 4.881 -4.517 0.591
H 2.495 -4.359 1.304
H 1.304 -2.190 1.030
H 6.469 1.922 0.216
C -1.017 1.188 3.849
P -0.525 -0.447 3.184
C -2.032 -1.439 3.681
N -2.787 -1.003 4.647
C -3.890 -1.727 4.993
C -4.731 -1.262 6.029
C -5.831 -1.987 6.389
C -6.136 -3.201 5.729
C -5.335 -3.664 4.723
C -4.191 -2.927 4.341
N -3.396 -3.389 3.332
C -2.361 -2.680 2.983
P -1.266 -3.310 1.604
C -1.697 -5.095 1.697
C -2.204 -2.749 0.087
C -2.375 -1.232 0.137
C -1.315 -3.115 -1.109
C -3.573 -3.408 -0.067
C 0.716 -0.999 4.495
C 0.900 -2.516 4.452
C 0.331 -0.592 5.918
C 2.035 -0.314 4.112
H -1.508 1.107 4.816
H -1.694 1.661 3.130
H -0.135 1.826 3.943
H -4.473 -0.325 6.505
H -6.483 -1.632 7.177
H -7.015 -3.761 6.023
H -5.547 -4.583 4.192
H -2.767 -5.273 1.786
H -1.188 -5.538 2.554
H -1.318 -5.580 0.795
H -1.428 -0.708 0.269
H -3.058 -0.912 0.928
H -2.791 -0.870 -0.806
H -0.360 -2.587 -1.070
H -1.808 -2.822 -2.040
H -1.118 -4.190 -1.160
H -4.193 -3.276 0.822
H -3.490 -4.478 -0.271
H -4.090 -2.946 -0.913
H -0.004 -3.042 4.771
H 1.706 -2.797 5.138
H 1.163 -2.872 3.456
H -0.667 -0.939 6.191
H 0.357 0.490 6.047
H 1.048 -1.025 6.624
H 2.379 -0.618 3.123
H 2.811 -0.578 4.838
H 1.948 0.775 4.108
C -1.591 5.923 -1.662
C -1.450 4.499 -1.161
S -0.015 3.634 -1.769
C -2.411 3.982 -0.364
C -3.619 4.829 -0.019
S -2.460 2.311 0.231
H -0.762 6.175 -2.320
H -1.605 6.647 -0.838
H -2.523 6.061 -2.225
H -4.279 4.955 -0.890
H -3.345 5.837 0.313
H -4.196 4.348 0.769
C -1.661 -2.889 -6.105
C -0.374 -2.371 -6.074
C -0.065 -1.302 -5.235
C -1.021 -0.715 -4.407
C -2.310 -1.257 -4.462
C -2.635 -2.323 -5.291
Sb -0.696 0.931 -2.871
C 1.129 1.467 -3.893
C 1.264 2.563 -4.747
C 2.469 2.824 -5.382
C 3.574 2.007 -5.159
C 3.466 0.938 -4.286
C 2.249 0.675 -3.663
C -2.141 2.071 -3.976
C -3.205 2.667 -3.302
C -4.159 3.398 -4.004
C -4.057 3.550 -5.380
C -3.005 2.949 -6.061
C -2.062 2.207 -5.361
H -1.903 -3.721 -6.757
H 0.397 -2.798 -6.707
H 0.950 -0.918 -5.243
H -3.098 -0.825 -3.847
H -3.649 -2.710 -5.306
H 0.428 3.238 -4.884
H 2.554 3.686 -6.035
H 4.519 2.223 -5.646
H 4.327 0.318 -4.063
H 2.195 -0.154 -2.962
H -3.283 2.558 -2.225
H -4.980 3.857 -3.465
H -4.795 4.131 -5.923
H -2.918 3.053 -7.137
H -1.258 1.723 -5.906
```

- LUMO energy: 3.06 eV
- Net charge: -2

Results of the Mulliken charge analysis, in e, for atoms 1 through 6: 1.26, -0.30, -0.29, -0.32, -0.75, -0.31



Below is a molecular structure, C33H32BIrN15S, with properties calculated with ωB97M-V/def2-TZVPD.

Structure (XYZ):
```
83
C33H32BIrN15S, DFT ωB97M-V/def2-TZVPD
Ir 0.130 -0.020 -0.590
C 0.584 2.310 2.977
C 1.073 1.441 2.007
N 0.140 1.210 1.092
N -0.960 1.924 1.429
C -0.701 2.590 2.574
B -2.203 1.926 0.522
N -1.836 2.593 -0.823
C -2.471 3.435 -1.671
C -1.634 3.707 -2.729
C -0.490 2.947 -2.470
N -0.618 2.273 -1.332
N -2.712 0.493 0.292
C -3.934 -0.075 0.388
C -3.852 -1.388 -0.012
C -2.516 -1.568 -0.361
N -1.844 -0.436 -0.189
N -3.273 2.801 1.273
C -3.484 4.082 1.217
C -4.437 4.421 2.261
C -4.683 3.174 2.899
N -4.007 2.210 2.354
H 1.090 2.673 3.852
H 2.037 0.966 1.932
H -1.439 3.215 3.045
H -3.475 3.781 -1.491
H -1.824 4.356 -3.565
H 0.408 2.848 -3.060
H -4.782 0.476 0.751
H -4.644 -2.114 -0.039
H -2.012 -2.449 -0.722
H -2.994 4.738 0.515
H -4.833 5.399 2.486
H -5.334 2.972 3.735
C -0.001 -0.649 5.247
C -1.079 -0.663 4.368
C -0.893 -1.002 3.039
C 0.377 -1.360 2.589
C 1.461 -1.345 3.469
C 1.267 -0.986 4.794
N 0.557 -1.648 1.218
C 1.122 -2.790 0.835
C 1.495 -3.857 1.708
C 2.086 -4.985 1.204
C 2.311 -5.123 -0.175
C 1.902 -4.134 -1.059
C 1.304 -2.991 -0.565
N 0.740 -2.003 -1.413
N 0.729 -2.283 -2.620
C -0.003 -1.370 -3.407
C -0.163 -1.646 -4.750
C -1.073 -0.873 -5.461
C -1.804 0.085 -4.781
C -1.554 0.300 -3.431
N -0.632 -0.385 -2.762
H -0.151 -0.386 6.285
H -2.071 -0.420 4.725
H -1.731 -1.026 2.355
H 2.452 -1.590 3.110
H 2.108 -0.980 5.474
H 1.286 -3.776 2.763
H 2.366 -5.788 1.871
H 2.776 -6.021 -0.557
H 2.032 -4.256 -2.123
H 0.383 -2.464 -5.197
H -1.238 -1.052 -6.515
H -2.569 0.663 -5.279
H -2.122 1.028 -2.872
C 5.028 -2.473 -1.927
C 5.414 -1.025 -1.675
C 4.240 -0.148 -1.374
N 3.032 -0.552 -1.212
N 2.151 0.485 -0.941
C 2.744 1.664 -0.908
N 2.144 2.837 -0.668
S 4.434 1.574 -1.206
H 5.913 -3.043 -2.204
H 4.302 -2.555 -2.735
H 4.601 -2.922 -1.031
H 5.941 -0.604 -2.535
H 6.108 -0.954 -0.833
H 1.135 2.885 -0.661
H 2.670 3.692 -0.725
```

- LUMO energy (spin up / spin down): -8.72 / -11.87 eV
- Spin multiplicity: 5
- Net charge: +3

Results of the Mulliken charge analysis, in e, for atoms 1 through 6: 2.89, -1.78, -0.58, -0.16, 1.01, 0.05



Below is a single C3H5NO molecule, with properties calculated with ωB97M-V/def2-TZVPD.

Structure (XYZ):
```
10
C3H5NO, DFT ωB97M-V/def2-TZVPD
C 1.322 0.576 0.181
C 0.263 -0.161 -0.505
C -0.971 -0.502 -0.190
N -1.830 -0.131 0.935
O -2.869 -0.718 0.972
H 2.066 0.072 0.831
H 0.917 1.471 0.703
H 1.895 1.062 -0.604
H 0.554 -0.446 -1.477
H -1.347 -1.224 -0.846
```

- LUMO energy: -0.45 eV
- SMILES: C/C=C\N=O

Results of the Mulliken charge analysis, in e, for atoms 1 through 6: -0.94, 0.06, -0.33, -0.03, -0.32, 0.27



Values of total energy, in order: -3849.529766; -7298.878214; -1431.097415; -2869.203302; -6777.154850; -2624.548989; -247.177347, all in hartree.
Values of energy relative to the best compared isomer or geometry (same formula, charge and spin), in order: 3.828; 1.010; 1.336; 2.055; 0.300; 1.030; 3.534, all in eV.